Here is an isolated ion of composition C5H6N and charge +1 from OMol25. Energies are from the ωB97M-V functional and the def2-TZVPD basis.

Values from the calculation:
Highest occupied orbital energy in eV: -14.421
Orbital gap in eV: 9.0
Charge: +1
Lowest unoccupied orbital energy in eV: -5.434
ΔE to the lowest compared entry with this formula, charge and spin in kJ/mol: 466.7

XYZ file:
```
12
Properties=species:S:1:pos:R:3:forces:R:3
C 0.284 -1.288 0.513 0.9 -0.2 -1.0
C -0.018 -0.422 -0.267 1.3 -1.8 2.1
C -0.395 2.962 -1.034 -2.1 -2.4 2.2
C -0.574 1.657 -1.083 -0.7 -1.2 -0.6
C 0.906 -2.268 1.396 -2.8 -0.8 -0.3
N -0.721 0.338 -1.094 -0.6 4.0 -0.2
H 0.302 3.433 -1.676 0.5 0.7 -0.6
H -1.010 3.494 -0.194 1.3 -0.8 -1.7
H 0.153 -3.072 1.593 0.2 0.5 -0.3
H 1.712 -2.853 0.960 0.7 0.9 0.4
H 0.853 -1.734 2.326 1.5 -0.2 0.9
H -1.493 -0.249 -1.440 -0.2 1.4 -1.0
```
Forces are in eV/Å.


Here is one molecule with the formula C4H6O2 from OMol25. Energies are from the ωB97M-V functional and the def2-TZVPD basis.

Values from the calculation:
Highest occupied orbital energy in eV: -9.810
Orbital gap in eV: 10.5
Charge: 0
Lowest unoccupied orbital energy in eV: 0.693
ΔE to the lowest compared entry with this formula, charge and spin in kJ/mol: 73.1

XYZ file:
```
12
Properties=species:S:1:pos:R:3:forces:R:3
C 1.707 0.435 -0.473 0.0 0.1 0.0
C 0.304 0.679 0.034 -0.1 0.3 0.0
O -0.174 1.790 0.136 0.2 -0.5 -0.1
C -0.495 -0.548 0.453 0.0 -0.1 0.0
C -1.964 -0.470 0.078 -0.2 -0.2 0.0
O -2.625 -1.449 -0.168 0.3 0.4 0.1
H 1.705 -0.318 -1.271 0.0 0.1 0.2
H 2.323 0.038 0.344 -0.1 0.0 -0.1
H 2.146 1.369 -0.832 -0.1 -0.2 0.1
H -0.073 -1.487 0.084 -0.1 0.1 0.0
H -0.454 -0.587 1.550 0.0 0.0 -0.1
H -2.401 0.547 0.066 0.1 -0.1 0.0
```
Forces are in eV/Å.


| no. | largest force on an atom (eV/A) |
| --- | --- |
| 1 | 4.0 |
| 2 | 0.6 |